Entry 1:
The following is a DFT calculation (wB97M-V/def2-TZVPD) of a cluster of 2 separate species, C2HIN2O2 in total.

```
8
Properties=species:S:1:pos:R:3:lowdin_charge:R:1
C 0.0311 0.8605 2.0240 -0.01
C -0.5753 -0.0792 -1.0157 -0.57
N 0.3794 1.1284 3.0742 0.04
N 0.3476 -0.9799 -0.6991 -0.57
O -0.0120 -1.9421 -0.0678 0.08
O 1.5043 -0.7400 -0.9516 0.04
I -0.3179 1.6499 -2.1032 0.95
H -1.3571 0.1023 -0.2608 0.04
```

The calculated total energy is -17256.7288 eV. The largest force on an atom is 0.1055 hartree/bohr. As for the total charge: 0. The calculation puts the gap between HOMO and LUMO (alpha / beta) at 8.06 / 5.31 eV.

***

Entry 2:
The following is a DFT calculation (wB97M-V/def2-TZVPD) of the molecule C2HIO2.

```
6
Properties=species:S:1:pos:R:3:lowdin_charge:R:1
O -1.2226 0.0143 1.3911 0.08
C -0.8799 0.2026 0.2699 -0.23
C 0.5616 -0.4602 -0.3175 -0.79
O 0.7639 -1.5794 -0.6645 0.00
I 2.1707 0.9320 -0.2462 0.81
H -1.3937 0.8906 -0.4328 0.12
```

The calculated total energy is -14284.4473 eV. The SMILES is O=CC(=O)I. The largest force on an atom is 0.0319 hartree/bohr. As for the total charge: 0. The calculation puts the gap between HOMO and LUMO at 9.71 eV.

***

Entry 3:
The following is a DFT calculation (wB97M-V/def2-TZVPD) of a cluster of 2 separate species, C2HIO2 in total.

```
6
Properties=species:S:1:pos:R:3:lowdin_charge:R:1
C 0.7414 -2.5928 -0.8795 0.00
C 0.1620 1.1809 0.4979 -0.74
O -0.2771 -2.1186 -0.8980 -0.02
O 0.8467 0.7700 -0.3532 -0.06
I -1.9472 0.8580 0.3051 0.74
H 0.4743 1.9026 1.3278 0.08
```

The calculated total energy is -14284.7777 eV. The largest force on an atom is 0.0323 hartree/bohr. As for the total charge: 0. The calculation puts the gap between HOMO and LUMO at 10.13 eV.

***

Entry 4:
The following is a DFT calculation (wB97M-V/def2-TZVPD) of a structure of composition C2HKO3.

```
7
Properties=species:S:1:pos:R:3:lowdin_spin:R:1
H -2.6314 0.9018 0.1903 0.11
O -1.5796 -0.8591 -0.0082 0.30
O 1.4643 1.8705 -0.1048 0.01
O 1.9965 -0.3358 -0.0072 0.00
C -1.7288 0.3139 -0.0974 0.58
C 2.0148 0.8348 -0.0575 0.00
K 0.4643 -2.7261 0.0848 0.00
```

The spin multiplicity is 2. The calculated total energy is -24550.6589 eV. The largest force on an atom is 0.0944 hartree/bohr. As for the total charge: +1. The calculation puts the gap between HOMO and LUMO (alpha / beta) at 8.67 / 12.43 eV.

***

Entry 5:
The following is a DFT calculation (wB97M-V/def2-TZVPD) of a structure of composition C2HLi2O3.

```
8
Properties=species:S:1:pos:R:3:lowdin_charge:R:1
O -1.6671 0.7691 0.1995 0.02
C -0.4695 0.8184 0.0098 -0.10
O -0.3919 -1.5650 -0.1151 -0.03
C 0.3260 -0.5506 -0.1982 -0.60
O 1.5577 -0.4545 -0.1219 -0.10
Li -2.2220 -1.1762 0.2268 0.84
H 0.0297 1.7593 -0.2985 0.14
Li 2.8372 0.3994 0.2976 0.83
```

The calculated total energy is -8638.8478 eV. The largest force on an atom is 0.0574 hartree/bohr. As for the total charge: +1. The calculation puts the gap between HOMO and LUMO at 9.92 eV.

***

Entry 6:
The following is a DFT calculation (wB97M-V/def2-TZVPD) of the ion C2HN2O2 with charge -1.

```
7
Properties=species:S:1:pos:R:3:lowdin_charge:R:1
N 1.6115 1.2965 -1.2827 0.08
C 0.7316 0.8739 -0.6596 -0.34
C -0.4055 0.4223 0.0026 -0.19
N -0.2218 -0.7486 0.5756 -0.50
O -1.1754 -1.3825 1.0688 -0.09
O 1.0093 -1.1351 0.7058 -0.11
H -1.5496 0.6735 -0.4105 0.16
```

The calculated total energy is -9163.1183 eV. The SMILES is N#CC=[N+]([O-])[O-]. The largest force on an atom is 0.0911 hartree/bohr. As for the total charge: -1. The calculation puts the gap between HOMO and LUMO at 8.51 eV.

***

Entry 7:
The following is a DFT calculation (wB97M-V/def2-TZVPD) of a cluster of 3 separate species, C2HN2O4 in total.

```
9
Properties=species:S:1:pos:R:3:lowdin_charge:R:1
C 0.4977 0.2252 -0.2551 -0.06
C 1.5075 0.5956 0.5344 -0.15
N -2.3118 0.7799 1.4028 -0.42
N 2.3106 0.9262 1.3047 0.22
O -2.4606 1.1346 2.5670 -0.20
O -2.4715 -0.3938 1.1683 -0.19
O 0.1742 -0.1654 -1.3149 0.18
O 1.5789 -1.2029 -2.4272 -0.32
H 1.1750 -1.8993 -2.9799 -0.06
```

The calculated total energy is -13253.0287 eV. The largest force on an atom is 0.1044 hartree/bohr. As for the total charge: -1. The calculation puts the gap between HOMO and LUMO (alpha / beta) at 4.75 / 3.97 eV.

***

Entry 8:
The following is a DFT calculation (wB97M-V/def2-TZVPD) of a cluster of 2 separate species, C2HN2O4 in total.

```
9
Properties=species:S:1:pos:R:3:lowdin_charge:R:1
C 1.2040 -1.0959 -0.1607 -0.41
C 0.6584 1.3642 0.0515 -0.78
N -2.1950 -0.2611 0.3640 0.03
N 0.9346 -0.1459 0.4954 0.16
O -0.4499 1.7452 0.2434 0.01
O 1.5796 -2.0759 -0.7032 0.07
O 1.6541 1.8255 -0.4212 0.02
O -2.2065 -1.1019 -0.5464 -0.12
H -1.1791 -0.2542 0.6772 0.02
```

The calculated total energy is -13260.0124 eV. The largest force on an atom is 0.0566 hartree/bohr. As for the total charge: -1. The calculation puts the gap between HOMO and LUMO (alpha / beta) at 8.93 / 8.93 eV.